{
  "formula": "C20H17F6N6OS2Tc",
  "method": "the ωB97M-V functional and the def2-TZVPD basis",
  "molar_mass_g_mol": 633.52,
  "spin_multiplicity": 4,
  "fmax_ev_per_a": 10.57,
  "s_squared": 3.942,
  "charge": 1,
  "e_tot_ha": -2651.743046,
  "species": ["Tc", "C", "C", "N", "N", "C", "N", "S", "C", "C", "C", "C", "C", "N", "H", "H", "H", "H", "H", "H", "H", "H", "H", "H", "F", "C", "F", "F", "C", "C", "C", "C", "N", "C", "S", "H", "H", "H", "O", "F", "C", "F", "F", "C", "C", "C", "N", "C", "C", "H", "H", "H", "H"],
  "coordinates": [[-0.855, -0.211, -1.227], [-4.551, -0.128, 0.504], [-3.110, -0.198, 0.108], [-2.688, -0.237, -1.156], [-3.274, -0.190, -2.400], [-2.412, -0.157, -3.516], [-3.094, -0.098, -4.679], [-0.720, -0.180, -3.529], [-2.048, -0.236, 1.168], [-2.358, -0.257, 2.530], [-1.315, -0.311, 3.566], [0.024, -0.332, 3.288], [0.393, -0.272, 1.851], [-0.714, -0.237, 0.752], [-5.197, -0.091, -0.372], [-4.734, 0.767, 1.101], [-4.823, -1.010, 1.085], [-4.256, 0.031, -2.490], [-4.020, -0.496, -4.732], [-2.535, -0.185, -5.513], [-3.388, -0.247, 2.851], [-1.626, -0.337, 4.601], [0.780, -0.384, 4.055], [1.425, -0.318, 1.501], [3.282, -4.974, -1.341], [2.078, -4.355, -1.316], [1.421, -4.813, -2.389], [1.464, -4.820, -0.219], [2.259, -2.866, -1.314], [3.520, -2.347, -1.336], [3.697, -0.981, -1.338], [2.589, -0.173, -1.316], [1.282, -0.623, -1.284], [1.166, -1.982, -1.288], [-0.461, -2.588, -1.261], [4.380, -3.002, -1.356], [4.686, -0.549, -1.361], [2.712, 0.878, -1.326], [-0.885, 1.638, -1.194], [2.407, 5.139, 2.244], [2.622, 3.862, 2.595], [3.942, 3.637, 2.458], [2.339, 3.758, 3.901], [1.814, 2.918, 1.754], [0.913, 2.087, 2.323], [0.159, 1.171, 1.454], [0.357, 1.179, 0.020], [1.285, 2.083, -0.451], [2.007, 2.919, 0.343], [0.742, 2.091, 3.386], [-0.780, 0.327, 1.894], [1.379, 2.108, -1.519], [2.723, 3.592, -0.111]],
  "forces_ev_per_a": [[6.8, -1.3, -1.5], [0.2, 0.0, -0.1], [-0.6, -0.1, -0.4], [-1.6, -0.2, 1.3], [0.2, 0.0, -0.2], [-1.1, 0.1, -0.4], [0.0, -0.3, 0.3], [-1.9, 0.2, -0.7], [-2.0, -1.9, 0.6], [0.2, -0.1, -0.2], [0.5, -0.2, -0.4], [-1.8, -1.9, 0.3], [2.3, 1.1, -1.5], [-6.5, -8.1, 1.7], [0.0, 0.0, 0.0], [-0.1, 0.0, 0.0], [-0.1, 0.1, 0.0], [0.0, 0.0, -0.1], [-0.1, 0.1, -0.1], [-0.1, 0.1, 0.0], [0.0, 0.1, 0.0], [-0.1, 0.1, 0.0], [0.1, -0.1, -0.1], [-0.2, -2.0, 0.1], [0.0, 0.2, 0.0], [0.5, -1.0, 0.0], [-0.2, 0.3, 0.0], [-0.2, 0.3, 0.0], [-0.1, 0.3, 0.0], [0.6, -0.6, 0.0], [-0.2, 0.6, 0.0], [-1.1, -0.7, -0.2], [2.9, -2.5, -0.8], [-0.5, -0.5, 0.0], [0.1, -0.3, 0.1], [0.0, 0.0, 0.0], [0.0, 0.1, 0.0], [0.3, 0.4, -0.1], [0.3, 1.4, 1.4], [-0.1, -0.1, -0.1], [0.3, 0.3, 0.3], [-0.1, -0.1, -0.1], [-0.1, -0.1, -0.1], [-0.3, 0.0, 0.3], [-0.6, 0.9, -0.9], [4.0, 4.0, 0.6], [2.0, 5.9, 0.9], [0.1, 1.1, 0.7], [-0.3, -0.3, -0.4], [-0.1, 0.0, 0.1], [-1.0, 4.5, -0.1], [-0.1, 0.1, -0.2], [0.0, 0.0, 0.0]],
  "lowdin_spin": [1.469, 0.025, 0.158, -0.048, -0.011, 0.008, 0.004, 0.002, -0.015, 0.162, -0.012, 0.178, -0.002, 0.233, 0.000, 0.006, 0.008, 0.000, 0.000, 0.000, 0.010, -0.004, 0.009, 0.000, 0.000, 0.000, 0.000, 0.000, 0.006, -0.001, 0.006, 0.003, 0.019, 0.015, 0.033, 0.000, 0.000, 0.001, 0.433, 0.004, 0.007, 0.001, 0.001, 0.039, 0.004, 0.186, 0.034, 0.044, -0.037, -0.001, 0.023, 0.001, -0.002]
}